1.
107
Properties=species:S:1:pos:R:3:mulliken_charge:R:1 method="wB97M-V/def2-TZVPD" gap_ev=9.25
C -4.668 -2.936 1.460 -1.034
C -3.376 -2.645 1.485 -0.975
C -2.445 -2.301 0.343 2.493
C -1.380 -3.409 0.264 -1.234
C -1.914 -4.817 -0.040 -0.857
C -1.015 -5.569 -1.016 -1.352
C 0.427 -5.720 -0.505 0.094
C 1.114 -6.999 -1.010 -0.692
N 2.459 -6.725 -1.529 -0.557
O -1.825 -1.090 0.782 -0.168
C -0.868 -0.520 -0.071 -1.227
C 0.450 -0.232 0.661 0.865
C 0.232 0.295 2.092 -1.947
C 0.294 -0.674 3.258 0.273
C 1.084 -0.195 4.463 -1.419
N -0.257 -1.815 3.230 -0.148
O 1.120 0.805 0.004 -0.411
C 1.411 0.601 -1.384 -0.901
C 0.576 1.500 -2.293 2.798
C 0.358 2.875 -1.678 -2.119
C 1.206 1.572 -3.681 -2.050
C 1.447 0.221 -4.376 1.530
C 1.862 0.462 -5.837 -1.601
C 0.230 -0.717 -4.292 -1.385
O 1.145 -1.474 0.615 0.512
C 2.413 -1.657 1.110 -0.013
F 2.875 -0.561 1.826 -0.387
C 3.449 -1.972 0.007 0.129
C 4.132 -3.304 0.240 -1.556
F 2.842 -2.003 -1.237 -0.280
C -3.190 -2.147 -0.992 -0.316
F -2.308 -2.436 -2.053 -0.397
C -3.797 -0.787 -1.321 -0.316
C -4.582 -0.068 -0.223 -1.347
H -5.219 -3.004 2.390 0.279
H -5.228 -3.148 0.559 0.285
H -2.849 -2.638 2.435 0.384
H -0.895 -3.389 1.241 0.870
H -0.613 -3.145 -0.463 -0.117
H -2.935 -4.786 -0.426 0.322
H -1.963 -5.395 0.886 0.461
H -1.429 -6.572 -1.166 0.701
H -1.024 -5.077 -1.992 0.209
H 0.394 -5.724 0.588 0.396
H 1.039 -4.880 -0.836 -0.060
H 0.529 -7.440 -1.817 0.519
H 1.137 -7.735 -0.197 0.186
H 2.776 -7.479 -2.125 0.220
H 3.128 -6.641 -0.773 0.180
H -1.241 0.442 -0.435 0.198
H -0.657 -1.144 -0.940 0.637
H -0.703 0.859 2.109 0.729
H 1.032 1.018 2.250 0.362
H 0.489 -0.293 5.371 0.477
H 1.405 0.840 4.364 0.134
H 1.985 -0.801 4.565 0.311
H -0.091 -2.297 4.116 0.253
H 2.470 0.846 -1.513 0.853
H 1.287 -0.448 -1.645 -0.146
H -0.411 1.040 -2.405 -0.839
H -0.135 3.527 -2.402 0.512
H 1.288 3.356 -1.370 0.299
H -0.305 2.811 -0.817 0.319
H 2.179 2.071 -3.577 0.463
H 0.601 2.215 -4.327 0.412
H 2.277 -0.263 -3.856 0.044
H 1.008 0.334 -6.503 0.366
H 2.645 -0.227 -6.153 0.395
H 2.232 1.479 -5.979 0.382
H 0.151 -1.325 -5.194 0.512
H -0.705 -0.162 -4.203 0.227
H 0.289 -1.409 -3.450 0.099
H 2.372 -2.484 1.827 0.401
H 4.183 -1.163 0.017 0.371
H 4.910 -3.215 0.998 0.386
H 3.412 -4.054 0.572 0.319
H 4.563 -3.655 -0.696 0.394
H -3.956 -2.920 -1.048 0.890
H -4.453 -0.949 -2.178 0.625
H -2.987 -0.153 -1.685 -0.292
H -4.112 -0.159 0.751 0.230
H -5.607 -0.430 -0.156 0.359
H -4.638 0.994 -0.464 0.469
C -2.797 5.594 -1.053 0.141
O -3.370 6.177 -1.955 -0.622
N -1.795 6.114 -0.320 0.103
C -1.142 5.377 0.741 -0.821
C -1.346 7.465 -0.607 -0.964
H -3.057 4.563 -0.754 0.258
H -1.246 5.896 1.694 0.395
H -0.077 5.271 0.532 0.318
H -1.590 4.386 0.822 0.251
H -2.163 8.177 -0.481 0.298
H -0.994 7.543 -1.636 0.305
H -0.536 7.713 0.077 0.348
C 1.470 6.528 3.567 0.072
O 1.115 6.607 2.405 -0.541
N 1.874 5.382 4.152 0.172
C 2.291 5.327 5.535 -0.937
C 1.886 4.169 3.351 -0.878
H 1.490 7.397 4.245 0.283
H 3.326 4.988 5.618 0.321
H 1.657 4.648 6.108 0.334
H 2.218 6.321 5.974 0.301
H 2.544 4.280 2.489 0.297
H 0.886 3.941 2.979 0.224
H 2.238 3.345 3.969 0.350

---

2.
112
Properties=species:S:1:pos:R:3:mulliken_charge:R:1 method="wB97M-V/def2-TZVPD" gap_ev=7.69
C -2.113 2.649 3.561 -0.414
O -2.638 1.324 3.727 -0.511
H -2.880 3.333 3.921 0.411
H -1.236 2.732 4.211 0.159
H -1.678 2.848 2.583 0.018
H -3.086 1.249 4.572 0.261
C 0.368 -3.457 0.500 0.121
O 0.518 -4.776 1.028 -0.534
H 1.290 -2.870 0.511 0.030
H 0.115 -3.589 -0.554 0.224
H -0.412 -2.863 0.973 -0.232
H 1.183 -5.231 0.463 0.456
N -4.834 0.927 1.652 0.170
C -5.497 1.914 0.923 -0.501
C -6.234 1.257 -0.039 -0.578
C -6.089 -0.120 0.182 -0.569
C -5.145 -0.292 1.134 -0.421
H -4.117 1.136 2.331 0.287
H -5.494 2.915 1.325 0.511
H -6.889 1.769 -0.727 0.426
H -6.604 -0.876 -0.389 0.415
H -4.781 -1.209 1.571 0.318
N 4.350 1.094 1.895 0.136
C 5.490 1.553 1.311 -0.696
C 6.013 0.567 0.545 -0.681
C 5.147 -0.577 0.622 -0.349
C 4.049 -0.143 1.374 -0.593
H 3.724 1.773 2.307 0.267
H 5.890 2.545 1.448 0.460
H 6.911 0.708 -0.038 0.398
H 5.246 -1.514 0.100 0.283
H 3.081 -0.573 1.582 0.696
N 0.295 3.546 0.045 0.673
C 0.121 4.078 1.288 -0.476
C -0.449 5.334 1.126 -1.266
C -0.681 5.473 -0.227 -0.587
C -0.117 4.425 -0.942 -0.532
H 0.822 2.702 -0.105 -0.053
H 0.437 3.533 2.165 0.854
H -0.612 6.056 1.911 0.481
H -1.079 6.292 -0.811 0.464
H -0.056 4.369 -2.013 0.500
N -0.628 -2.385 -6.931 0.043
C 0.445 -1.779 -6.327 -0.885
C 0.052 -1.585 -5.027 0.346
C -1.262 -2.010 -4.864 -0.564
C -1.642 -2.578 -6.064 -0.801
H -0.655 -2.576 -7.918 0.202
H 1.261 -1.450 -6.948 0.402
H 0.581 -1.048 -4.253 0.251
H -1.837 -1.997 -3.952 0.633
H -2.627 -2.922 -6.333 0.400
N -1.330 0.177 1.085 1.950
C -1.745 -0.271 -0.107 -1.657
C -0.642 -0.440 -0.919 -0.441
C 0.445 -0.116 -0.131 -0.932
C 0.009 0.321 1.077 -0.468
H -1.970 0.443 1.819 -0.512
H -2.775 -0.549 -0.276 0.424
H -0.542 -0.946 -1.867 0.765
H 1.458 -0.300 -0.460 0.740
H 0.498 0.689 1.967 0.134
C 3.183 3.429 -4.621 -1.077
S 3.088 2.762 -2.941 0.451
O 2.386 3.843 -2.150 -0.552
C 1.929 1.333 -3.194 -0.648
H 3.811 4.315 -4.556 0.354
H 2.213 3.668 -5.062 0.329
H 3.585 2.760 -5.386 0.376
H 0.932 1.747 -3.344 0.237
H 2.016 0.670 -2.340 -0.014
H 2.227 0.874 -4.137 0.494
C -2.316 -2.278 3.857 -0.574
S -0.779 -3.268 3.961 0.722
O -0.277 -3.119 5.399 -0.726
C -1.584 -4.906 4.094 -1.119
H -2.067 -1.232 4.032 -0.155
H -2.938 -2.700 4.646 0.544
H -2.834 -2.273 2.898 0.193
H -1.691 -5.306 3.084 0.350
H -2.437 -4.945 4.768 0.339
H -0.861 -5.588 4.544 0.370
C -3.116 2.891 -1.769 -0.548
S -3.888 1.570 -2.798 0.588
O -4.993 2.234 -3.566 -0.718
C -2.459 1.085 -3.805 -0.295
H -2.262 2.508 -1.211 -0.157
H -3.810 3.152 -0.965 0.263
H -3.077 3.844 -2.296 0.525
H -1.751 0.545 -3.180 -0.269
H -2.093 1.923 -4.397 0.406
H -2.828 0.336 -4.508 0.368
C 4.527 -4.501 -0.750 -0.871
S 3.208 -5.390 -1.650 0.384
O 2.395 -5.968 -0.508 -0.667
C 2.352 -3.908 -2.374 -0.704
H 5.185 -5.297 -0.408 0.439
H 4.141 -3.811 -0.003 0.166
H 5.138 -3.888 -1.419 0.367
H 2.934 -3.708 -3.276 0.504
H 2.287 -3.009 -1.767 -0.029
H 1.348 -4.204 -2.673 0.366
C 3.368 0.667 5.022 -0.978
S 1.788 1.521 5.110 0.186
O 1.596 2.244 3.817 -0.480
C 0.701 0.018 5.055 -0.362
H 4.201 1.365 4.980 0.369
H 3.500 0.000 4.170 0.231
H 3.340 0.083 5.944 0.449
H 1.186 -0.955 4.994 0.496
H 0.075 0.142 4.170 -0.434
H 0.004 0.044 5.892 0.455